Entry from the Open Molecules 2025 dataset: one molecule with the formula C2H6N2O in a non-equilibrium geometry (wB97M-V/def2-TZVPD).

SMILES: C/N=C\NO
Strongest force on any atom in eV Å⁻¹: 8.6
E_HOMO in eV: -8.9936
Total charge: 0
Energy relative to the best compared isomer or geometry (same formula, charge and spin) in eV: 4.771
2S+1: 1

Each atom is followed by the atoms it is bonded to, with distances in Å.
Positions of all 11 atoms, in Å:
1 C -1.368 -0.779 -0.213  N2 1.441, H6 1.096, H7 1.183, H8 1.124
2 N -1.063 0.490 0.398  C1 1.441, C3 1.298
3 C 0.050 1.049 0.030  N2 1.298, N4 1.444, H9 1.188
4 N 1.253 0.384 -0.414  C3 1.444, O5 1.458, H10 1.044
5 O 1.793 -0.829 0.189  N4 1.458, H11 0.857
6 H -0.562 -1.057 -0.903  C1 1.096
7 H -2.413 -0.512 -0.698  C1 1.183
8 H -1.565 -1.432 0.680  C1 1.124
9 H 0.217 2.181 0.348  C3 1.188
10 H 1.894 1.208 -0.452  N4 1.044
11 H 1.764 -0.704 1.036  O5 0.857

Entry from the Open Molecules 2025 dataset: a 2-piece molecular cluster, C2H6N2O overall in a non-equilibrium geometry (wB97M-V/def2-TZVPD).

SMILES: [H]/N=C/N.C=O
Strongest force on any atom in eV Å⁻¹: 1.3
E_HOMO in eV: -9.2342
Total charge: 0
Energy relative to the best compared isomer or geometry (same formula, charge and spin) in eV: 1.981
2S+1: 1

Each atom is followed by the atoms it is bonded to, with distances in Å.
Positions of all 11 atoms, in Å:
1 H -1.079 1.561 1.477  N2 1.015
2 N -0.670 0.805 0.936  H1 1.015, C3 1.263
3 C -0.217 -0.243 1.476  N2 1.263, N4 1.363, H5 1.095
4 N 0.250 -1.283 0.731  C3 1.363, H6 0.996, H7 0.998
5 H -0.299 -0.602 2.508  C3 1.095
6 H 0.587 -2.065 1.247  N4 0.996
7 H 0.312 -1.408 -0.258  N4 0.998
8 C 0.255 0.831 -2.029  O9 1.206, H10 1.100, H11 1.098
9 O 1.162 0.036 -1.997  C8 1.206
10 H -0.781 0.462 -2.009  C8 1.100
11 H 0.480 1.905 -2.082  C8 1.098

Entry from the Open Molecules 2025 dataset: one molecule with the formula C2H6N2O (wB97M-V/def2-TZVPD).

SMILES: [H]/N=C(\N)OC
Strongest force on any atom in eV Å⁻¹: 0.8
E_HOMO in eV: -9.2461
Total charge: 0
Energy relative to the best compared isomer or geometry (same formula, charge and spin) in eV: 0.888
2S+1: 1

Each atom is followed by the atoms it is bonded to, with distances in Å.
Positions of all 11 atoms, in Å:
1 H -1.384 1.798 -0.037  N2 1.013
2 N -0.472 1.361 0.007  H1 1.013, C3 1.278
3 C -0.593 0.090 -0.012  N2 1.278, N4 1.370, O5 1.339
4 N -1.739 -0.662 0.010  C3 1.370, H7 0.994, H8 1.004
5 O 0.477 -0.716 -0.016  C3 1.339, C6 1.419
6 C 1.752 -0.094 0.000  O5 1.419, H9 1.097, H10 1.115, H11 1.095
7 H -1.666 -1.653 0.010  N4 0.994
8 H -2.646 -0.231 -0.012  N4 1.004
9 H 1.869 0.623 -0.823  C6 1.097
10 H 1.946 0.410 0.975  C6 1.115
11 H 2.456 -0.926 -0.102  C6 1.095

Entry from the Open Molecules 2025 dataset: a 2-piece molecular cluster, C2H6N2O overall in a non-equilibrium geometry (wB97M-V/def2-TZVPD).

Strongest force on any atom in eV Å⁻¹: 7.4
E_HOMO in eV: -7.8216
Total charge: 0
Energy relative to the best compared isomer or geometry (same formula, charge and spin) in eV: 5.134
2S+1: 1

Each atom is followed by the atoms it is bonded to, with distances in Å.
Positions of all 11 atoms, in Å:
1 C -0.230 -0.802 -0.181  N3 1.345, N4 1.269, H6 1.152
2 C -0.480 1.841 -0.057  H7 1.111, H8 1.094, H9 0.990
3 N 0.358 -2.007 -0.288  C1 1.345, H10 1.044, H11 1.012
4 N 0.396 0.115 0.435  C1 1.269, O5 1.240
5 O 1.492 0.192 1.012  N4 1.240
6 H -1.351 -0.613 -0.371  C1 1.152
7 H 0.321 1.967 -0.817  C2 1.111
8 H -0.323 2.501 0.801  C2 1.094
9 H -1.410 1.691 -0.360  C2 0.990
10 H -0.109 -2.929 -0.141  N3 1.044
11 H 1.336 -1.956 -0.033  N3 1.012

Entry from the Open Molecules 2025 dataset: one molecule with the formula C2H6N2O2 in a non-equilibrium geometry (wB97M-V/def2-TZVPD).

SMILES: CON(C)N=O
Strongest force on any atom in eV Å⁻¹: 5.3
E_HOMO in eV: -8.8574
Total charge: 0
Energy relative to the best compared isomer or geometry (same formula, charge and spin) in eV: 6.094
2S+1: 1

Each atom is followed by the atoms it is bonded to, with distances in Å.
Positions of all 12 atoms, in Å:
1 C 0.050 -0.927 -1.627  O2 1.492, H7 1.105, H8 1.014, H9 1.086
2 O -0.128 -0.706 -0.162  C1 1.492, N3 1.441
3 N 0.723 0.350 0.324  O2 1.441, C4 1.485, N5 1.701
4 C 0.121 0.642 1.650  N3 1.485, H10 1.076, H11 1.104, H12 1.080
5 N 2.188 -0.351 0.829  N3 1.701, O6 1.175
6 O 2.281 -1.462 0.458  N5 1.175
7 H -0.454 -0.044 -2.062  C1 1.105
8 H -0.514 -1.714 -1.926  C1 1.014
9 H 1.124 -0.937 -1.784  C1 1.086
10 H 0.925 0.877 2.324  C4 1.076
11 H -0.476 1.570 1.614  C4 1.104
12 H -0.366 -0.277 1.939  C4 1.080

Entry from the Open Molecules 2025 dataset: a 2-piece molecular cluster, C2H6N2O2 overall in a non-equilibrium geometry (wB97M-V/def2-TZVPD).

SMILES: NC(=O)O.C=N
Strongest force on any atom in eV Å⁻¹: 4.4
E_HOMO in eV: -8.5780
Total charge: 0
Energy relative to the best compared isomer or geometry (same formula, charge and spin) in eV: 1.931
2S+1: 1

Each atom is followed by the atoms it is bonded to, with distances in Å.
Positions of all 12 atoms, in Å:
1 N -1.610 -0.848 -1.334  C2 1.358, H5 1.009, H6 1.009
2 C -0.822 -0.903 -0.230  N1 1.358, O3 1.232, O4 1.357
3 O 0.403 -0.764 -0.232  C2 1.232
4 O -1.445 -1.586 0.763  C2 1.357, H7 0.976
5 H -2.564 -1.169 -1.255  N1 1.009
6 H -1.195 -0.625 -2.226  N1 1.009
7 H -0.792 -1.605 1.488  O4 0.976
8 C 1.994 1.639 0.687  N9 1.277, H10 1.099, H11 1.100
9 N 0.749 1.790 0.446  C8 1.277, H12 1.126
10 H 2.602 2.465 1.082  C8 1.099
11 H 2.557 0.753 0.358  C8 1.100
12 H 0.123 0.853 0.453  N9 1.126

Entry from the Open Molecules 2025 dataset: one molecule with the formula C2H6N2O2 in a non-equilibrium geometry (wB97M-V/def2-TZVPD).

SMILES: CO/N=C/NO
Strongest force on any atom in eV Å⁻¹: 5.7
E_HOMO in eV: -8.8376
Total charge: 0
Energy relative to the best compared isomer or geometry (same formula, charge and spin) in eV: 6.349
2S+1: 1

Each atom is followed by the atoms it is bonded to, with distances in Å.
Positions of all 12 atoms, in Å:
1 C 2.729 0.449 0.186  O2 1.422, H7 1.103, H8 1.162, H9 1.144
2 O 1.824 -0.630 -0.013  C1 1.422, N3 1.409
3 N 0.594 0.045 -0.146  O2 1.409, C4 1.277
4 C -0.570 -0.477 -0.101  N3 1.277, N5 1.493, H10 1.096
5 N -1.756 0.396 -0.345  C4 1.493, O6 1.393, H11 1.032
6 O -2.874 0.074 0.422  N5 1.393, H12 1.129
7 H 3.687 -0.076 0.339  C1 1.103
8 H 3.015 0.960 -0.817  C1 1.162
9 H 2.412 1.311 0.868  C1 1.144
10 H -0.798 -1.530 0.101  C4 1.096
11 H -1.529 1.403 -0.376  N5 1.032
12 H -3.205 -0.542 -0.464  O6 1.129

Entry from the Open Molecules 2025 dataset: a 2-piece molecular cluster, C2H6N2O2 overall in a non-equilibrium geometry (wB97M-V/def2-TZVPD).

SMILES: NC=O.NC=O
Strongest force on any atom in eV Å⁻¹: 2.9
E_HOMO in eV: -9.8194
Total charge: 0
Energy relative to the best compared isomer or geometry (same formula, charge and spin) in eV: 0.720
2S+1: 1

Each atom is followed by the atoms it is bonded to, with distances in Å.
Positions of all 12 atoms, in Å:
1 N -2.292 -2.169 3.714  C2 1.336, H4 1.023, H5 1.023
2 C -3.200 -2.086 4.691  N1 1.336, O3 1.223, H6 1.117
3 O -3.701 -1.006 4.968  C2 1.223
4 H -2.146 -1.326 3.153  N1 1.023
5 H -1.938 -3.070 3.384  N1 1.023
6 H -3.389 -3.050 5.224  C2 1.117
7 N -6.089 4.158 0.672  C8 1.315, H10 1.023, H11 1.023
8 C -5.466 3.884 1.797  N7 1.315, O9 1.204, H12 1.117
9 O -6.024 3.660 2.840  C8 1.204
10 H -7.108 4.122 0.591  N7 1.023
11 H -5.512 4.235 -0.169  N7 1.023
12 H -4.394 3.608 1.649  C8 1.117

Entry from the Open Molecules 2025 dataset: a 2-piece molecular cluster, C2H6N2O2 overall in a non-equilibrium geometry (wB97M-V/def2-TZVPD).

Strongest force on any atom in eV Å⁻¹: 2.1
E_HOMO in eV: -8.8453
Total charge: 0
Energy relative to the best compared isomer or geometry (same formula, charge and spin) in eV: 2.381
2S+1: 1

Each atom is followed by the atoms it is bonded to, with distances in Å.
Positions of all 12 atoms, in Å:
1 N -1.680 0.652 0.477  C2 1.352, H4 1.007, H5 1.024
2 C -1.517 -0.348 -0.418  N1 1.352, N3 1.290, H6 1.090
3 N -0.388 -0.951 -0.575  C2 1.290, H7 1.009, H8 1.165
4 H -1.906 1.590 0.189  N1 1.007
5 H -0.833 0.683 1.052  N1 1.024
6 H -2.412 -0.900 -0.705  C2 1.090
7 H -0.091 -1.264 -1.488  N3 1.009
8 H 0.437 -0.957 0.248  N3 1.165
9 O 2.187 0.329 -0.914  C10 1.243
10 C 2.091 0.384 0.323  O9 1.243, O11 1.275, H12 1.109
11 O 1.400 -0.407 1.046  C10 1.275
12 H 2.713 1.189 0.764  C10 1.109

Entry from the Open Molecules 2025 dataset: one molecule with the formula C2H6N2O2 in a non-equilibrium geometry (wB97M-V/def2-TZVPD).

SMILES: N/C=C(\O)NO
Strongest force on any atom in eV Å⁻¹: 4.2
E_HOMO in eV: -6.4903
Total charge: 0
Energy relative to the best compared isomer or geometry (same formula, charge and spin) in eV: 5.364
2S+1: 1

Each atom is followed by the atoms it is bonded to, with distances in Å.
Positions of all 12 atoms, in Å:
1 N 0.343 1.509 1.259  C2 1.407, H7 1.017, H8 1.016
2 C 0.634 0.261 0.678  N1 1.407, C3 1.378, H9 1.088
3 C -0.271 -0.400 -0.123  C2 1.378, O4 1.362, N5 1.350
4 O -1.541 0.023 -0.376  C3 1.362, H10 0.973
5 N 0.324 -1.270 -0.967  C3 1.350, O6 1.407, H11 1.128
6 O -0.379 -1.756 -2.084  N5 1.407, H12 0.977
7 H 0.215 2.238 0.562  N1 1.017
8 H 1.038 1.793 1.943  N1 1.016
9 H 1.327 -0.335 1.267  C2 1.088
10 H -1.755 0.636 0.349  O4 0.973
11 H 1.382 -1.000 -0.688  N5 1.128
12 H -1.317 -1.698 -1.818  O6 0.977

Entry from the Open Molecules 2025 dataset: a 2-piece molecular cluster, C2H6N2O2 overall in a non-equilibrium geometry (wB97M-V/def2-TZVPD).

SMILES: NC=O.NC=O
Strongest force on any atom in eV Å⁻¹: 3.0
E_HOMO in eV: -10.2340
Total charge: 0
Energy relative to the best compared isomer or geometry (same formula, charge and spin) in eV: 0.792
2S+1: 1

Each atom is followed by the atoms it is bonded to, with distances in Å.
Positions of all 12 atoms, in Å:
1 N 1.809 1.835 -1.277  C2 1.331, H4 1.023, H5 1.023
2 C 0.688 1.960 -1.982  N1 1.331, O3 1.227, H6 1.117
3 O 0.656 2.730 -2.937  C2 1.227
4 H 2.665 2.365 -1.457  N1 1.023
5 H 1.749 1.225 -0.457  N1 1.023
6 H -0.122 1.295 -1.594  C2 1.117
7 N -0.653 -2.125 1.396  C8 1.329, H10 1.023, H11 1.023
8 C -1.843 -1.688 1.792  N7 1.329, O9 1.245, H12 1.117
9 O -2.751 -2.453 2.167  C8 1.245
10 H -0.491 -3.119 1.212  N7 1.023
11 H 0.097 -1.447 1.237  N7 1.023
12 H -1.804 -0.577 1.901  C8 1.117

Entry from the Open Molecules 2025 dataset: a 2-piece molecular cluster, C2H6N2O2 overall in a non-equilibrium geometry (wB97M-V/def2-TZVPD).

Strongest force on any atom in eV Å⁻¹: 1.8
E_HOMO in eV: -9.8480
Total charge: 0
Energy relative to the best compared isomer or geometry (same formula, charge and spin) in eV: 4.423
2S+1: 1

Each atom is followed by the atoms it is bonded to, with distances in Å.
Positions of all 12 atoms, in Å:
1 C 0.881 -1.158 0.034  C2 1.501, H6 1.092, H7 1.089, H8 1.088
2 C -0.083 -0.166 -0.548  C1 1.501, O4 1.199, N9 1.623
3 O 0.797 1.564 0.174  H5 0.967
4 O -0.515 -0.167 -1.667  C2 1.199
5 H 1.681 1.302 0.464  O3 0.967
6 H 0.467 -2.159 -0.097  C1 1.092
7 H 1.817 -1.103 -0.520  C1 1.089
8 H 1.078 -0.974 1.089  C1 1.088
9 N -1.122 0.431 0.547  C2 1.623, N10 1.225, H12 1.071
10 N -2.212 0.859 0.184  N9 1.225, H11 1.041
11 H -2.351 0.574 -0.807  N10 1.041
12 H -0.438 0.997 1.146  N9 1.071